ORCA calculation (ωB97M-V with the def2-TZVPD basis set) on a structure of composition C62H64Ge2N5OPtS4.

Each line ends with the Löwdin charge.
Cartesian coordinates (Å):
Pt: -0.7651 1.7307 -2.4563  0.846
C: -1.3005 4.7093 2.4716  -0.063
C: -1.6740 5.5955 1.4627  -0.067
C: -1.8438 5.1464 0.1670  -0.044
C: -1.6487 3.7940 -0.1285  -0.228
C: -1.3028 2.9070 0.8798  -0.078
C: -1.1202 3.3676 2.1762  -0.081
N: -1.7891 3.3168 -1.4920  -0.101
N: -2.4117 4.0852 -2.2297  0.099
C: -2.1920 3.8664 -3.5961  -0.301
C: -2.8762 4.6657 -4.5030  -0.011
C: -2.5969 4.5403 -5.8522  -0.063
C: -1.6403 3.6261 -6.2803  -0.059
C: -0.9711 2.8127 -5.3737  -0.101
C: -1.2419 2.9220 -4.0167  -0.256
H: -1.1579 5.0693 3.4843  0.109
H: -1.8202 6.6452 1.6871  0.112
H: -2.1134 5.8307 -0.6240  0.105
H: -1.1897 1.8573 0.6703  -0.024
H: -0.8467 2.6572 2.9498  0.083
H: -3.6051 5.3777 -4.1333  0.120
H: -3.1209 5.1546 -6.5728  0.110
H: -1.4099 3.5468 -7.3357  0.111
H: -0.2444 2.0993 -5.7384  0.092
C: 0.9802 6.1445 -1.6548  -0.018
C: 1.8476 5.0135 -1.1645  -0.238
C: 2.6598 4.2975 -2.0406  -0.021
C: 3.3785 3.1868 -1.6289  -0.291
C: 4.2088 2.4133 -2.6202  -0.020
C: 3.2825 2.7674 -0.2814  -0.269
C: 2.5040 3.5223 0.6305  -0.241
C: 2.3783 3.1134 2.0784  -0.011
C: 1.8002 4.6244 0.1670  -0.016
C: 4.1245 1.6289 0.2309  -0.220
C: 5.4771 1.9043 0.4214  -0.022
C: 6.3370 0.9540 0.9470  -0.036
C: 5.8438 -0.2789 1.3393  -0.011
C: 4.4946 -0.5928 1.1794  -0.212
C: 3.6423 0.3588 0.5879  -0.215
Ge: 1.7903 -0.0817 0.2446  0.130
S: 1.1736 1.6502 -1.0296  0.564
S: 0.3487 -0.1080 1.9297  0.415
Ge: -0.8158 -1.2070 0.3532  0.125
S: -1.8925 0.1872 -0.9960  0.265
S: 1.0229 -1.9137 -0.7447  0.328
C: -2.0252 -2.4886 1.2107  -0.199
C: -2.5062 -2.2517 2.5108  -0.211
C: -3.2291 -3.2571 3.1519  -0.022
C: -3.4882 -4.4655 2.5286  -0.042
C: -3.0507 -4.6817 1.2315  -0.020
C: -2.3274 -3.7035 0.5547  -0.217
C: -1.9122 -3.9810 -0.8545  -0.161
C: -0.7408 -4.6937 -1.1220  -0.251
C: 0.1313 -5.2344 -0.0175  -0.044
C: -0.3897 -4.9446 -2.4473  -0.017
C: -1.1900 -4.5342 -3.4989  -0.261
C: -0.8079 -4.8106 -4.9322  -0.047
C: -2.3744 -3.8651 -3.2062  -0.004
C: -2.7556 -3.5861 -1.9049  -0.199
C: -4.0810 -2.9123 -1.6328  -0.025
C: -2.3163 -0.9623 3.2519  -0.192
C: -3.1565 0.1222 2.9886  -0.197
C: -4.2529 0.0584 1.9463  -0.023
C: -3.0034 1.2904 3.7356  -0.024
C: -2.0598 1.3974 4.7414  -0.283
C: -1.9254 2.6621 5.5550  -0.048
C: -1.2467 0.2957 5.0013  -0.019
C: -1.3617 -0.8815 4.2801  -0.284
C: -0.4443 -2.0413 4.5795  -0.046
C: 4.0298 -1.9161 1.7027  -0.153
C: 4.1611 -3.0777 0.9407  -0.221
C: 4.7006 -3.0618 -0.4713  -0.031
C: 3.8005 -4.2965 1.5099  -0.012
C: 3.3184 -4.3873 2.8048  -0.257
C: 2.9167 -5.7117 3.4046  -0.042
C: 3.2194 -3.2174 3.5538  -0.007
C: 3.5703 -1.9830 3.0307  -0.204
C: 3.4728 -0.7431 3.8893  -0.027
H: 1.2234 6.4197 -2.6813  0.083
H: 1.0823 7.0296 -1.0236  0.093
H: -0.0714 5.8453 -1.6268  0.055
H: 2.7198 4.6062 -3.0802  0.124
H: 4.0712 2.8058 -3.6278  0.083
H: 3.9312 1.3561 -2.6152  0.083
H: 5.2725 2.4621 -2.3781  0.087
H: 3.2803 2.6255 2.4472  0.087
H: 1.5478 2.4099 2.2023  0.038
H: 2.1665 3.9807 2.7041  0.093
H: 1.1785 5.1833 0.8641  0.122
H: 5.8510 2.8885 0.1577  0.130
H: 7.3882 1.1841 1.0696  0.114
H: 6.5017 -1.0197 1.7834  0.133
H: -3.6010 -3.0684 4.1542  0.130
H: -4.0419 -5.2370 3.0527  0.112
H: -3.2636 -5.6207 0.7285  0.130
H: 0.0119 -4.6834 0.9147  0.073
H: 1.1788 -5.1848 -0.3084  0.066
H: -0.1135 -6.2830 0.1803  0.095
H: 0.5321 -5.4858 -2.6534  0.122
H: 0.0240 -5.5141 -4.9951  0.075
H: -0.5110 -3.8871 -5.4407  0.074
H: -1.6494 -5.2325 -5.4871  0.082
H: -3.0297 -3.5671 -4.0119  0.113
H: -4.6748 -2.8631 -2.5475  0.077
H: -3.9454 -1.8920 -1.2645  0.046
H: -4.6535 -3.4524 -0.8770  0.084
H: -4.6526 -0.9515 1.8361  0.083
H: -3.8838 0.3749 0.9667  0.034
H: -5.0715 0.7280 2.2160  0.084
H: -3.6551 2.1361 3.5267  0.125
H: -2.6309 3.4246 5.2219  0.076
H: -0.9152 3.0729 5.4812  0.079
H: -2.1159 2.4659 6.6113  0.085
H: -0.5020 0.3593 5.7906  0.124
H: 0.3267 -1.7442 5.2919  0.077
H: 0.0466 -2.3918 3.6686  0.059
H: -0.9894 -2.8877 5.0047  0.086
H: 4.7333 -2.0573 -0.8919  0.071
H: 4.0822 -3.6851 -1.1213  0.077
H: 5.7165 -3.4635 -0.4995  0.091
H: 3.9109 -5.2021 0.9199  0.122
H: 3.0144 -6.5222 2.6813  0.075
H: 1.8786 -5.6836 3.7466  0.081
H: 3.5378 -5.9526 4.2702  0.084
H: 2.8815 -3.2759 4.5854  0.122
H: 3.2925 -1.0121 4.9310  0.082
H: 2.6471 -0.1037 3.5653  0.042
H: 4.3862 -0.1459 3.8404  0.084
N: 0.8537 -0.2199 -4.1993  0.256
C: 0.2356 0.4998 -3.5594  -0.337
H: 1.2855 -0.9075 -4.7819  0.126
N: -4.3172 -0.7419 -5.4043  0.159
C: -3.6355 0.0331 -4.5028  -0.654
N: -4.4202 0.8266 -3.7078  0.172
O: -2.4102 0.0271 -4.4329  -0.033
H: -5.2782 -0.5517 -5.6264  0.098
H: -3.7593 -1.1697 -6.1212  0.104
H: -5.4060 0.6504 -3.6274  0.101
H: -3.9714 1.2205 -2.9009  0.058

Its total charge is +1. The calculation puts the HOMO-LUMO gap at 0.2098 hartree.

***

ORCA calculation (ωB97M-V with the def2-TZVPD basis set) on a structure of composition C62H65N7O2P2SSiTi.

Each line ends with the Löwdin charge.
Cartesian coordinates (Å):
Ti: -0.5216 0.7768 0.4383  0.767
O: -2.5134 -1.3993 2.1958  -0.352
S: -1.6124 -0.9032 3.2031  0.568
O: -1.1454 -1.9307 4.1175  -0.320
N: -0.4819 -0.0224 2.4953  -0.207
C: 0.3960 0.6288 3.3962  -0.298
C: 0.5763 0.2876 4.7445  -0.063
C: 1.3919 1.0501 5.5666  -0.111
C: 2.0255 2.1749 5.0848  -0.079
C: 1.8832 2.5432 3.7391  -0.191
C: 2.5104 3.6930 3.1936  -0.082
C: 2.2706 3.9937 1.8523  -0.111
C: 1.4801 3.1725 1.0866  -0.199
N: 0.8911 2.0256 1.5410  -0.023
C: 1.0767 1.7429 2.8806  -0.196
C: -2.5917 0.1802 4.2558  -0.249
C: -3.6276 -0.4468 4.9355  -0.068
C: -4.4364 0.2831 5.7882  -0.088
C: -4.1967 1.6402 5.9744  -0.098
C: -3.1650 2.2638 5.2861  -0.076
C: -2.3662 1.5377 4.4154  -0.065
H: 0.0701 -0.5733 5.1442  0.082
H: 1.5146 0.7608 6.6043  0.089
H: 2.6416 2.7882 5.7339  0.093
H: 3.1437 4.3191 3.8093  0.083
H: 2.7034 4.8757 1.3967  0.092
H: 1.2832 3.4375 0.0591  0.081
H: -3.7828 -1.5047 4.7673  0.117
H: -5.2489 -0.2038 6.3132  0.095
H: -4.8250 2.2099 6.6480  0.092
H: -2.9840 3.3218 5.4258  0.103
H: -1.5760 2.0258 3.8592  0.115
C: 3.3504 1.5080 -2.2646  -0.304
C: 3.9034 1.1695 -0.8721  -0.355
P: 3.1839 -0.3985 -0.1610  1.077
C: 4.2862 -0.5225 1.3178  -0.387
C: 4.7136 0.5949 2.0307  -0.087
C: 5.4363 0.4578 3.2059  -0.089
C: 5.7292 -0.7982 3.7102  -0.107
C: 5.3085 -1.9233 3.0138  -0.097
C: 4.5881 -1.7833 1.8419  -0.123
C: 4.2089 -1.4854 -1.2872  -0.358
C: 3.6162 -1.9877 -2.4435  -0.115
C: 4.3532 -2.6808 -3.3909  -0.085
C: 5.7155 -2.8686 -3.2084  -0.110
C: 6.3215 -2.3751 -2.0628  -0.100
C: 5.5776 -1.6919 -1.1113  -0.102
C: 1.8200 1.6914 -2.3367  -0.366
P: 0.5562 0.1305 -2.3270  0.963
C: -0.2437 -1.6530 -3.2794  -0.323
C: -1.6250 -1.6417 -3.0669  -0.179
C: -2.4722 -2.5244 -3.7193  -0.099
C: -1.9533 -3.4622 -4.6027  -0.124
C: -0.5873 -3.4804 -4.8422  -0.116
C: 0.2501 -2.5776 -4.1963  -0.126
C: 0.1228 0.6694 -4.0765  -0.414
C: -1.0994 1.1694 -4.5123  -0.099
C: -1.2915 1.5259 -5.8418  -0.097
C: -0.2687 1.3872 -6.7660  -0.126
C: 0.9585 0.8832 -6.3491  -0.104
C: 1.1453 0.5327 -5.0243  -0.128
H: 3.6665 0.7259 -2.9628  0.076
H: 3.8177 2.4480 -2.5845  0.098
H: 3.6553 1.9941 -0.2028  0.054
H: 4.9889 1.0375 -0.9038  0.081
H: 4.4989 1.5878 1.6605  0.089
H: 5.7641 1.3445 3.7324  0.098
H: 6.2734 -0.8982 4.6412  0.091
H: 5.5490 -2.9130 3.3837  0.095
H: 4.2871 -2.6665 1.2896  0.100
H: 2.5590 -1.8025 -2.5854  0.047
H: 3.8695 -3.0697 -4.2795  0.095
H: 6.2985 -3.3962 -3.9543  0.090
H: 7.3867 -2.5118 -1.9124  0.092
H: 6.0728 -1.3163 -0.2253  0.099
H: 1.5762 2.2894 -3.2130  0.056
H: 1.4750 2.2267 -1.4549  0.003
H: -2.0259 -0.9032 -2.3741  0.065
H: -3.5418 -2.4897 -3.5392  0.092
H: -2.6082 -4.1683 -5.1000  0.086
H: -0.1692 -4.2010 -5.5387  0.088
H: 1.3115 -2.6162 -4.4247  0.081
H: -1.9064 1.2843 -3.8006  0.072
H: -2.2527 1.9170 -6.1570  0.093
H: -0.4201 1.6794 -7.7987  0.083
H: 1.7689 0.7625 -7.0599  0.090
H: 2.1047 0.1432 -4.7008  0.096
C: 0.1395 -3.4926 1.6010  -0.169
N: -0.1757 -2.8558 0.3201  -0.052
C: -1.5144 -3.3019 -0.0983  -0.156
N: -1.5956 -4.7689 -0.2113  -0.076
C: -1.2391 -5.3444 1.0824  -0.184
N: 0.1070 -4.9639 1.5148  -0.085
C: 1.0470 -5.3907 0.4843  -0.201
N: 0.7574 -4.8064 -0.8212  -0.077
C: 0.7842 -3.3421 -0.6693  -0.189
C: -0.6052 -5.1892 -1.2005  -0.176
H: -0.5772 -3.1886 2.3499  0.080
H: 1.1357 -3.1837 1.9220  0.127
H: -1.7270 -2.8801 -1.0774  0.095
H: -2.2502 -2.9565 0.6200  0.102
H: -1.2895 -6.4376 1.0138  0.114
H: -1.9539 -4.9918 1.8293  0.128
H: 1.0082 -6.4834 0.4024  0.114
H: 2.0574 -5.0939 0.7822  0.116
H: 0.5528 -2.8946 -1.6299  0.075
H: 1.7927 -3.0569 -0.3678  0.094
H: -0.6490 -6.2785 -1.3164  0.116
H: -0.8438 -4.7160 -2.1564  0.112
N: -0.7607 2.1522 -0.6082  -0.182
C: -1.1249 3.4395 -0.7268  -0.401
C: -1.2524 4.0786 -1.9833  -0.031
C: -1.6201 5.4053 -2.0853  -0.118
C: -1.8633 6.1704 -0.9510  -0.134
C: -1.7344 5.5719 0.2982  -0.109
C: -1.3780 4.2448 0.4170  -0.067
H: -1.0487 3.4920 -2.8717  0.093
H: -1.7145 5.8618 -3.0651  0.090
H: -2.1488 7.2114 -1.0415  0.080
H: -1.9172 6.1651 1.1882  0.094
H: -1.2703 3.7786 1.3901  0.102
C: -3.9803 2.0629 1.3177  -0.216
Si: -3.1571 0.6885 0.2112  0.630
C: -3.7740 1.3470 -1.5270  -0.219
C: -4.5120 -0.6862 0.4160  -0.299
C: -4.7092 -1.6670 -0.5563  -0.121
C: -5.6528 -2.6740 -0.4091  -0.104
C: -6.4364 -2.7302 0.7343  -0.126
C: -6.2579 -1.7695 1.7210  -0.108
C: -5.3121 -0.7691 1.5575  -0.120
H: -5.0522 2.1488 1.1211  0.027
H: -3.8486 1.8534 2.3790  -0.011
H: -3.5265 3.0344 1.1158  -0.002
H: -4.1283 2.3762 -1.4386  0.018
H: -2.9513 1.3600 -2.2430  -0.035
H: -4.5838 0.7481 -1.9470  0.012
H: -4.1065 -1.6432 -1.4587  0.071
H: -5.7763 -3.4216 -1.1852  0.091
H: -7.1718 -3.5178 0.8567  0.083
H: -6.8578 -1.8040 2.6254  0.088
H: -5.1862 -0.0365 2.3454  0.083

Its expectation value of S² is 2.03. Its multiplicity is 3. Its total charge is -2. The calculation puts the HOMO-LUMO gap (spin up / spin down) at 0.1687 / 0.2389 hartree.

***

ORCA calculation (ωB97M-V with the def2-TZVPD basis set) on a cluster of 11 separate species, C62H66O in total.

Each line ends with the Löwdin charge.
Cartesian coordinates (Å):
C: -12.1443 -5.9631 -17.9321  -0.118
C: -11.4277 -6.0935 -16.7527  -0.090
C: -12.1094 -6.1354 -15.5321  -0.093
C: -13.4954 -6.0939 -15.5107  -0.103
C: -14.2139 -5.9981 -16.6906  -0.082
C: -13.5322 -5.9318 -17.9045  -0.106
H: -11.6248 -5.9768 -18.8829  0.104
H: -10.3464 -6.1422 -16.7576  0.102
H: -11.5564 -6.2270 -14.6054  0.092
H: -13.9995 -6.1857 -14.5557  0.092
H: -15.2958 -5.9795 -16.6763  0.103
H: -14.1136 -5.9645 -18.8182  0.105
C: -14.7931 -4.0523 -12.8008  -0.106
C: -14.8144 -4.6505 -11.5554  -0.079
C: -13.7155 -4.5353 -10.7316  -0.083
C: -12.5529 -3.9108 -11.1834  -0.093
C: -12.5043 -3.3886 -12.4663  -0.079
C: -13.6340 -3.4520 -13.2699  -0.097
H: -15.6199 -4.1643 -13.4948  0.095
H: -15.7137 -5.1533 -11.2185  0.082
H: -13.7090 -5.0033 -9.7537  0.085
H: -11.7127 -3.9207 -10.4980  0.077
H: -11.6015 -2.9071 -12.8267  0.102
H: -13.5903 -3.0764 -14.2847  0.079
C: -12.3900 -3.7900 -5.7874  -0.090
C: -11.4945 -3.2570 -6.7035  -0.073
C: -10.7409 -4.0936 -7.5217  -0.079
C: -10.8792 -5.4720 -7.3986  -0.096
C: -11.7608 -6.0080 -6.4752  -0.104
C: -12.5190 -5.1633 -5.6729  -0.110
H: -12.9745 -3.1358 -5.1520  0.104
H: -11.4489 -2.1955 -6.9078  0.074
H: -10.0666 -3.6617 -8.2523  0.090
H: -10.2516 -6.0913 -8.0315  0.089
H: -11.8615 -7.0783 -6.3453  0.099
H: -13.1842 -5.6353 -4.9594  0.101
C: -18.5007 -4.2898 -6.4676  -0.093
C: -18.4312 -4.6129 -7.8127  -0.087
C: -17.2050 -4.8848 -8.3956  -0.076
C: -16.0478 -4.8766 -7.6268  -0.081
C: -16.1099 -4.5736 -6.2789  -0.091
C: -17.3332 -4.2436 -5.7112  -0.094
H: -19.4607 -4.0101 -6.0527  0.100
H: -19.3135 -4.5849 -8.4383  0.083
H: -17.1552 -5.1090 -9.4549  0.081
H: -15.0926 -5.1968 -8.0301  0.083
H: -15.2299 -4.5938 -5.6497  0.075
H: -17.4083 -3.9560 -4.6682  0.099
C: -16.0332 1.8458 -14.3277  -0.098
C: -15.9671 0.5930 -14.9191  -0.101
C: -15.9771 -0.5524 -14.1201  -0.096
C: -16.0523 -0.4374 -12.7374  -0.091
C: -16.1242 0.8202 -12.1576  -0.095
C: -16.1314 1.9585 -12.9516  -0.100
H: -16.0730 2.7334 -14.9486  0.101
H: -15.8956 0.4375 -15.9873  0.091
H: -15.9133 -1.5298 -14.5832  0.093
H: -16.0969 -1.3282 -12.1238  0.095
H: -16.2176 0.9330 -11.0845  0.101
H: -16.2638 2.9189 -12.4701  0.100
C: -10.0586 -0.7315 -9.1486  -0.096
C: -8.7908 -0.2051 -9.0017  -0.087
C: -8.5705 0.8528 -8.1249  -0.088
C: -9.6333 1.3926 -7.4131  -0.096
C: -10.9008 0.8348 -7.5086  -0.092
C: -11.1127 -0.1998 -8.4072  -0.114
H: -10.3022 -1.4950 -9.8777  0.088
H: -7.9703 -0.5558 -9.6147  0.083
H: -7.5922 1.3109 -8.0666  0.100
H: -9.4585 2.2335 -6.7514  0.100
H: -11.7213 1.2590 -6.9458  0.102
H: -12.0933 -0.6612 -8.4505  0.103
C: -18.7394 -3.9440 -12.7902  -0.094
C: -18.4324 -5.2724 -12.5524  -0.108
C: -19.1594 -6.0122 -11.6357  -0.081
C: -20.1959 -5.3896 -10.9426  -0.109
C: -20.5246 -4.0611 -11.1857  -0.098
C: -19.7921 -3.3314 -12.1146  -0.085
H: -18.1627 -3.3563 -13.4947  0.092
H: -17.5793 -5.7120 -13.0588  0.082
H: -18.9076 -7.0408 -11.4069  0.083
H: -20.7414 -5.9709 -10.2084  0.103
H: -21.2822 -3.6052 -10.5592  0.101
H: -20.0335 -2.3088 -12.3744  0.101
C: -12.6896 -8.2390 -9.3906  -0.081
C: -12.0068 -7.6266 -10.4365  -0.095
C: -11.7906 -8.2896 -11.6387  -0.088
C: -12.3195 -9.5579 -11.8209  -0.098
C: -13.0299 -10.1542 -10.7823  -0.109
C: -13.2163 -9.5116 -9.5662  -0.093
H: -12.7814 -7.7044 -8.4541  0.080
H: -11.5226 -6.6727 -10.2564  0.079
H: -11.2186 -7.7989 -12.4168  0.094
H: -12.2741 -10.0724 -12.7719  0.104
H: -13.4344 -11.1430 -10.9689  0.102
H: -13.6986 -10.0093 -8.7344  0.104
C: -8.3293 -5.5959 -10.2896  -0.098
C: -7.1185 -5.3864 -9.6373  -0.087
C: -6.4786 -4.1613 -9.7442  -0.086
C: -7.0612 -3.1380 -10.4825  -0.103
C: -8.2709 -3.3401 -11.1313  -0.104
C: -8.9044 -4.5678 -11.0278  -0.102
H: -8.8129 -6.5620 -10.2044  0.095
H: -6.6981 -6.1651 -9.0131  0.103
H: -5.5195 -3.9823 -9.2754  0.102
H: -6.5373 -2.2053 -10.6538  0.098
H: -8.6663 -2.5703 -11.7829  0.105
H: -9.8622 -4.7172 -11.5129  0.081
C: -12.9841 -1.2162 -16.4238  -0.095
C: -12.6925 -2.4296 -17.0380  -0.079
C: -12.8378 -2.5383 -18.4130  -0.091
C: -13.1455 -1.4266 -19.1766  -0.093
C: -13.4252 -0.2080 -18.5639  -0.093
C: -13.3645 -0.1086 -17.1845  -0.107
H: -12.8797 -1.0832 -15.3524  0.096
H: -12.3910 -3.2906 -16.4523  0.087
H: -12.6870 -3.4826 -18.9162  0.081
H: -13.1367 -1.4826 -20.2580  0.100
H: -13.6729 0.6592 -19.1632  0.100
H: -13.4959 0.8156 -16.6357  0.098
C: -15.9888 -8.4137 -12.3532  -0.070
C: -16.5820 -9.2122 -11.2028  -0.314
O: -17.9953 -9.1798 -11.3085  -0.082
H: -16.4284 -7.4170 -12.4063  0.042
H: -16.2104 -8.9238 -13.2954  0.083
H: -14.9031 -8.3238 -12.3056  0.059
H: -16.2344 -8.7642 -10.2653  0.105
H: -16.1957 -10.2328 -11.2759  0.107
H: -18.3626 -9.9772 -10.9224  0.084

Its total charge is 0. The calculation puts the HOMO-LUMO gap at 0.3579 hartree. The calculation puts the relative energy (zero: lowest compared OMol25 entry of this formula, charge and spin) at 0.0 kJ/mol.

***

Q: total charge of number 1 (C62H64Ge2N5OPtS4)?
A: +1

***

Q: Among the records above, which one has the lowest total charge?
A: C62H65N7O2P2SSiTi

***

Q: Which formula does entry 2 have?
A: C62H65N7O2P2SSiTi

***

Q: Among the records above, which one has the highest total charge?
A: C62H64Ge2N5OPtS4